Below is C4H12N2S as an isolated structure at a distorted geometry, with properties calculated with ωB97M-V/def2-TZVPD.

XYZ file:
```
19
Properties=species:S:1:pos:R:3:forces:R:3:mulliken_charge:R:1
N 1.457 -0.462 0.947 1.04 -1.12 0.00 -0.302
C 2.079 -0.282 -0.162 0.50 -0.24 -0.21 0.268
N 3.253 -0.866 -0.529 -0.22 0.57 -0.52 -0.398
H 1.902 -1.182 1.537 -0.47 0.64 0.07 0.167
H 0.480 0.258 1.176 -0.65 0.76 -0.38 0.082
H 1.618 0.367 -0.901 0.05 0.25 0.16 0.245
H 3.758 -0.532 -1.366 -0.67 -0.47 0.98 0.234
H 3.739 -1.479 0.113 -0.04 0.22 -0.22 0.201
C -1.463 -0.319 -1.925 -0.08 -0.29 -2.29 -0.820
C -1.736 -0.879 -0.551 0.91 0.19 0.74 -0.277
C -2.068 0.136 0.563 -0.10 0.81 -0.62 -0.827
S -0.780 1.456 0.942 -0.07 -1.42 -0.19 -0.505
H -2.064 0.569 -2.209 0.10 -0.43 0.54 0.276
H -1.669 -1.067 -2.807 0.50 1.06 1.79 0.285
H -0.421 0.017 -2.023 -0.24 -0.12 -0.02 0.078
H -2.518 -1.592 -0.588 -1.31 -0.55 -0.15 0.371
H -0.907 -1.534 -0.222 0.09 0.50 -0.15 0.249
H -2.256 -0.426 1.474 -0.14 0.07 0.11 0.344
H -3.012 0.674 0.272 0.80 -0.44 0.35 0.330
```
Positions in Å, forces in eV/Å.

ΔE to the lowest compared entry with this formula, charge and spin = 25.65 kcal per mole
LUMO level = 0.2 eV
E = -667.25400 Eh
Kohn-Sham gap = 7.205 eV

=====

Below is one molecule with the formula C4H12N2S at a distorted geometry, with properties calculated with ωB97M-V/def2-TZVPD.

XYZ file:
```
19
Properties=species:S:1:pos:R:3:forces:R:3:mulliken_charge:R:1
N -2.410 -1.449 -0.810 -0.42 -3.83 0.26 -0.678
C -1.366 -0.605 -1.340 -0.16 1.65 -1.89 -0.328
C -1.210 0.767 -0.591 0.62 -0.03 -1.24 -0.837
N -0.271 0.841 0.548 -0.26 -1.69 0.70 -0.282
C 1.027 0.129 0.335 -1.51 -0.97 2.32 -0.519
C 1.968 0.244 1.575 0.49 0.35 -0.71 -0.738
S 2.684 2.001 1.808 -0.79 -1.32 0.12 -0.216
H -3.080 -1.866 -1.530 1.24 1.53 0.88 0.263
H -1.979 -2.371 -0.530 -0.49 1.39 0.29 0.244
H -1.680 -0.460 -2.407 0.49 0.73 0.74 0.362
H -0.350 -0.999 -1.461 -0.33 -0.66 0.36 0.265
H -0.965 1.552 -1.362 0.24 -0.71 0.71 0.267
H -2.168 1.057 -0.228 -0.83 0.14 0.37 0.466
H -0.767 0.475 1.406 0.91 0.41 -1.32 0.294
H 1.012 -1.003 0.172 -0.64 1.07 0.15 0.187
H 1.390 0.521 -0.576 1.10 0.67 -0.77 0.454
H 2.788 -0.439 1.286 0.02 0.52 0.55 0.352
H 1.564 -0.160 2.561 0.15 0.80 -1.42 0.330
H 3.813 1.764 1.145 0.17 -0.07 -0.09 0.115
```
Positions in Å, forces in eV/Å.

structure (SMILES) = NCCNCCS
ΔE to the lowest compared entry with this formula, charge and spin = 31.92 kcal per mole
LUMO level = 0.9 eV
E = -667.24402 Eh
Kohn-Sham gap = 9.552 eV